Computed, not measured: C4H8N2O2 as an isolated structure at a distorted geometry, with the ωB97M-V functional and the def2-TZVPD basis.

Output
- HOMO level: -0.32988 hartree
- F_max: 6.891 eV/Å
- Molar mass: 116.120 g mol⁻¹
- Calculated total energy: -417.0687 Eh
- ΔE to the lowest compared entry with this formula, charge and spin: 117.5 kcal/mol

CARTESIAN COORDINATES (ANGSTROEM)
C: 0.258 -0.472 -1.137
C: 0.385 -0.957 -2.700
C: 0.329 1.263 0.426
C: -0.751 1.138 1.429
H: 0.719 -2.274 -0.755
H: 0.154 -1.423 0.639
H: 0.612 -0.195 -3.437
H: 0.252 2.448 0.334
H: 1.252 0.961 1.048
H: -0.446 1.680 2.365
H: -1.831 1.444 1.069
H: -0.885 -0.475 2.973
N: 0.560 -1.423 -0.244
N: 0.273 0.850 -0.872
O: 0.115 -2.172 -2.836
O: -0.995 -0.391 1.698

Here are the natural (NBO) charges for atoms 1 to 2, given in e: 0.362 0.395